Record 1
A 13-piece molecular cluster, H26O13 overall. Source: the OMol25 dataset; level of theory: ωB97M-V/def2-TZVPD.

Cartesian coordinates (Å):
H -0.52127 -1.10958 0.02032
H 0.07067 0.28664 -0.08067
H 0.04779 -1.82134 5.12995
H -0.99644 -1.95044 4.03315
H -0.55603 3.38607 -4.44726
H -0.43198 3.38683 -2.93245
H -1.78782 -4.52610 -2.68147
H -0.27112 -4.42792 -2.68454
H -4.57160 0.52057 0.15229
H -5.77562 1.44740 0.11526
H -2.57969 1.55192 2.72941
H -1.90838 0.65684 1.70072
H 0.84916 3.32356 2.04199
H 1.91892 3.58221 3.09020
H 3.49258 2.13403 -2.30985
H 3.05925 2.81418 -3.59813
H 2.14483 -0.26760 3.88736
H 2.93653 -1.41988 3.29110
H -2.32273 -3.37701 0.33704
H -3.17882 -2.59662 -0.64691
H 4.00752 -1.78810 -0.89165
H 3.61612 -0.98966 -2.12427
H -0.23691 -1.21679 -4.21868
H -0.34324 -0.15310 -5.29910
H 2.21003 1.26525 2.35912
H 0.89446 1.45703 3.09568
O 0.31776 -0.64498 -0.07539
O -0.16480 -1.51059 4.24269
O -1.01439 3.66730 -3.64738
O -1.06212 -3.96344 -2.38862
O -5.33693 0.79327 0.67084
O -1.72975 1.38471 2.30676
O 1.72851 3.03998 2.31643
O 2.80669 2.11322 -2.98669
O 3.00319 -0.48249 3.50523
O -3.13307 -3.43919 -0.18110
O 3.48557 -1.84516 -1.69992
O 0.06048 -0.32744 -4.44142
O 1.27265 1.04641 2.30997

Atoms 1-3, force components in eV/Å:
H 0.19 -0.05 -0.10
H 0.27 0.02 0.18
H -0.02 0.01 -0.04

Output
Energy above the lowest of the compared OMol25 structures with the same formula, charge and spin ... 4.884 eV
Net charge ... 0
Frontier orbital gap ... 8.6 eV
HOMO ... -8.67 eV

***

Record 2
One molecule with the formula C5H4FNO. Source: the OMol25 dataset; level of theory: ωB97M-V/def2-TZVPD.

Cartesian coordinates (Å):
C 0.90636 2.17351 -0.38956
C 0.99476 0.98450 -0.27157
C 1.07885 -0.38844 -0.00497
F 2.22758 -0.90026 0.39923
C 0.04831 -1.24079 -0.15047
N -1.24026 -0.96255 -0.52770
C -2.07858 0.05588 -0.01153
O -1.68516 0.75026 0.88790
H 1.03034 3.23680 -0.50160
H 0.22235 -2.29352 0.06128
H -1.78739 -1.63457 -1.02944
H -3.04867 0.02137 -0.56393

Atoms 1-3, force components in eV/Å:
C 0.59 0.64 -0.19
C 0.31 0.66 0.29
C -2.32 -0.91 -0.61

Output
Energy above the lowest of the compared OMol25 structures with the same formula, charge and spin ... 2.586 eV
Net charge ... 0
Frontier orbital gap ... 9.3 eV
HOMO ... -8.67 eV

***

Record 3
A 2-piece molecular cluster, CH9N2O overall. Source: the OMol25 dataset; level of theory: ωB97M-V/def2-TZVPD.

Cartesian coordinates (Å):
N -1.57620 0.27515 2.42416
H -2.21357 -0.51726 2.45443
H -2.08054 0.97087 2.95988
H -0.22874 0.13464 0.99278
H -0.75359 0.13998 3.09035
N 0.43885 0.39872 0.10952
C 0.19800 -0.40794 -1.06845
O 1.21897 -0.23044 -2.03834
H 0.16022 1.43804 -0.14476
H 1.41599 0.18613 0.38439
H -0.80827 -0.18737 -1.52527
H 0.16201 -1.49082 -0.73769
H 1.36819 -1.10018 -2.49252

Atoms 1-3, force components in eV/Å:
N 1.31 -0.53 2.76
H 0.16 -0.66 -0.65
H -0.47 1.34 -0.70

Output
Energy above the lowest of the compared OMol25 structures with the same formula, charge and spin ... 2.003 eV
⟨S²⟩ ... 0.7622
Net charge ... +2
2S+1 ... 2
Frontier orbital gap (spin up / spin down) ... 14.6 / 3.6 eV
HOMO (spin up / spin down) ... -22.74 / -19.59 eV

***

Record 4
One molecule with the formula C5H5N3. Source: the OMol25 dataset; level of theory: ωB97M-V/def2-TZVPD.

Cartesian coordinates (Å):
C 1.15564 1.63229 -0.03505
C 0.56638 0.39715 0.03229
C 1.15109 -0.73473 -0.56863
N 0.55841 -1.83969 -0.40933
N -0.54751 -1.62476 0.54108
C -0.63719 -0.10102 0.62362
C -1.98193 0.28059 -0.05331
N -2.98308 0.33172 -0.73617
H 0.81098 2.54810 0.58462
H 2.07108 1.61843 -0.57806
H 2.01172 -0.70083 -1.25432
H -1.37292 -2.04858 0.13980
H -0.80268 0.24133 1.71345

Atoms 1-3, force components in eV/Å:
C -2.01 -0.74 2.05
C 1.91 3.82 -0.55
C 1.45 -1.32 -2.10

Output
Energy above the lowest of the compared OMol25 structures with the same formula, charge and spin ... 2.340 eV
Net charge ... 0
Frontier orbital gap ... 9.1 eV
HOMO ... -9.25 eV

***

Record 5
A 2-piece molecular cluster, C18H15FNO8PS overall. Source: the OMol25 dataset; level of theory: ωB97M-V/def2-TZVPD.

Cartesian coordinates (Å):
N -0.92203 -2.34508 -1.19919
P 0.71290 -1.71988 -0.83701
O 0.80858 -1.58207 0.93101
C 0.96391 0.07677 -1.45070
C 2.40987 0.42860 -2.16671
C 2.76868 1.96028 -2.71368
C 1.66286 3.16046 -2.51432
C 0.22843 2.76360 -1.80905
C -0.17128 1.24524 -1.26507
C -1.65743 1.00044 -0.54311
O -1.89070 0.08875 0.40470
C -2.88031 2.01362 -1.03284
C -2.47587 3.54409 -1.55234
C -3.56762 4.68418 -2.02514
C -5.18013 4.27581 -1.98581
C -5.62579 2.74925 -1.48906
C -4.47849 1.63904 -1.01206
S -5.10452 -0.02463 -0.42026
O -4.36372 -1.12271 -1.27375
O -6.66840 -0.15755 -0.55483
F -4.77858 -0.33319 1.26516
C -0.88834 3.95267 -1.57982
O -0.41516 5.20662 -1.38492
H -1.40165 -2.38968 -0.25262
H -0.76525 -3.36891 -1.43156
H 1.05733 -0.62389 1.13286
H 3.28048 -0.37222 -2.31988
H 3.81501 2.21445 -3.22753
H 1.91806 4.26881 -2.86787
H -3.29127 5.77415 -2.35980
H -5.96683 5.09804 -2.31710
H -6.78091 2.54010 -1.47586
C 2.75076 -3.15120 4.44879
C 3.37227 -3.66948 3.16846
C 4.82885 -3.99796 3.29218
O 5.27632 -3.87643 1.95345
C 4.45247 -2.96081 1.35725
O 4.64768 -2.46489 0.26159
O 3.37909 -2.67625 2.15785
H 1.71665 -2.83827 4.27015
H 2.75466 -3.92047 5.22670
H 3.28385 -2.27016 4.82263
H 2.79652 -4.52408 2.79205
H 5.00007 -5.01010 3.66938
H 5.38899 -3.28505 3.90772

Atoms 1-3, force components in eV/Å:
N 0.92 -0.46 2.27
P 0.95 -0.99 0.67
O -0.16 2.13 -2.36

Output
Energy above the lowest of the compared OMol25 structures with the same formula, charge and spin ... 18.042 eV
Net charge ... 0
Frontier orbital gap ... 5.9 eV
HOMO ... -8.30 eV

***

Record 6
C34H37AsMnNOS2Si as an isolated structure. Source: the OMol25 dataset; level of theory: ωB97M-V/def2-TZVPD.

Cartesian coordinates (Å):
Mn 0.23646 -0.36895 0.82930
C -4.59883 -2.83853 -0.91476
Si -3.78289 -3.95839 0.32710
C -5.03115 -4.91313 1.31431
C -2.52036 -5.07434 -0.46360
C -2.82441 -2.86038 1.57957
C -3.05324 -2.92656 2.95465
C -2.31924 -2.17626 3.87182
C -1.32545 -1.34418 3.41188
N -1.08578 -1.25639 2.09115
C -1.81562 -1.97683 1.22691
S -1.24468 -1.55898 -0.40297
H -5.22029 -3.43378 -1.58561
H -3.88363 -2.30052 -1.53807
H -5.24567 -2.10622 -0.43092
H -5.58684 -5.57305 0.64778
H -5.75878 -4.26326 1.80190
H -4.56758 -5.54523 2.07245
H -3.01350 -5.82037 -1.08771
H -1.93966 -5.60813 0.28979
H -1.82605 -4.52650 -1.10167
H -3.83020 -3.58088 3.32837
H -2.51815 -2.23414 4.93173
H -0.72246 -0.73668 4.07165
C 1.37373 6.66725 -1.76017
C 1.20418 5.18133 -1.83306
C -0.02267 4.61085 -2.14858
C -0.16646 3.23262 -2.23706
C 0.94144 2.42475 -2.01824
C 2.18303 2.97355 -1.68209
C 2.30060 4.34239 -1.58889
S 0.68410 0.70159 -2.13565
C 1.99388 0.14327 -3.19650
O 1.15598 0.12715 -0.76395
H 0.43588 7.18857 -1.93754
H 2.09750 7.00482 -2.50235
H 1.75662 6.95777 -0.78226
H -0.87492 5.24807 -2.34158
H -1.12264 2.79608 -2.49379
H 3.04328 2.34202 -1.50260
H 3.25700 4.78201 -1.33523
H 2.95624 0.44206 -2.78932
H 1.82505 0.59260 -4.17431
H 1.91909 -0.93964 -3.26125
C 3.00339 6.08383 2.64720
C 3.74172 4.93434 2.88417
C 3.18329 3.68371 2.65357
C 1.88551 3.60079 2.16815
C 1.14045 4.74982 1.91976
C 1.70165 5.99206 2.17234
As 0.94634 1.93095 1.97508
C 2.32195 0.53127 2.05057
C 3.49289 0.69881 1.29852
C 4.42590 -0.31712 1.22842
C 4.19968 -1.53501 1.86869
C 3.03834 -1.72717 2.59089
C 2.09871 -0.69543 2.68292
C 0.03102 1.73078 3.66297
C 0.70344 1.58041 4.87438
C -0.01730 1.49159 6.05465
C -1.40587 1.58203 6.03083
C -2.07503 1.75772 4.82959
C -1.35656 1.82624 3.64234
H 3.43882 7.05370 2.84242
H 4.75126 5.00637 3.26451
H 3.76333 2.79474 2.86904
H 0.12422 4.68471 1.54652
H 1.12044 6.88850 2.00559
H 3.68040 1.63403 0.78463
H 5.34199 -0.16674 0.67392
H 4.93676 -2.32263 1.80829
H 2.85756 -2.66218 3.10272
H 1.24074 -0.82635 3.33353
H 1.78667 1.53039 4.90040
H 0.50056 1.36860 6.99536
H -1.96209 1.52857 6.95581
H -3.15282 1.84197 4.81576
H -1.88818 1.95567 2.70315

Atoms 1-3, force components in eV/Å:
Mn 0.02 0.09 -0.48
C -0.02 0.02 -0.02
Si 0.05 0.04 0.01

Output
Energy above the lowest of the compared OMol25 structures with the same formula, charge and spin ... 0.000 eV
⟨S²⟩ ... 6.2228
Net charge ... +2
2S+1 ... 5
Frontier orbital gap (spin up / spin down) ... 6.0 / 7.7 eV
HOMO (spin up / spin down) ... -13.89 / -14.07 eV

***

Record 7
C14H32F12N4O14PPdS3 as an isolated structure. Source: the OMol25 dataset; level of theory: ωB97M-V/def2-TZVPD.

Cartesian coordinates (Å):
Pd 1.06998 2.19373 -0.10671
S -0.20545 -0.13690 0.33605
O -1.28984 -0.65921 -0.47186
O 0.04829 -0.96702 1.50200
O 1.01238 0.09130 -0.47810
O -0.46337 1.23401 0.76287
C 1.53592 -5.26307 2.43344
C 1.40450 -4.30449 1.27784
O 2.23034 -4.24558 0.41109
N 0.07350 -3.68379 1.16013
H -0.64998 -4.05177 1.76119
H 0.16305 -2.71709 1.43862
C -0.52717 -3.69804 -0.30456
H 2.59764 -5.40998 2.63154
H 1.25873 -6.26190 2.09638
H 1.19282 -4.97786 3.42794
H 0.02774 -2.94045 -0.85794
H -1.54532 -3.31162 -0.25824
H -0.58442 -4.65824 -0.81723
C -3.56819 2.30447 0.04146
C -4.47011 1.15651 -0.18413
O -5.70907 1.19685 -0.12289
N -3.87439 -0.27284 -0.21675
H -4.39288 -0.88265 -0.83270
H -3.00336 -0.14960 -0.71296
C -3.85513 -0.81335 1.21086
H -2.51924 2.02119 -0.04554
H -3.73226 2.82381 0.98565
H -3.65510 3.05542 -0.74379
H -4.86573 -1.04437 1.54763
H -3.27580 -0.15562 1.85885
H -3.40615 -1.80582 1.17177
C -1.93916 -1.92964 -3.96101
C -0.45297 -2.27116 -3.63432
O -0.06354 -3.42032 -3.28015
N 0.35193 -1.07548 -3.25044
H 0.14644 -0.26215 -3.81291
H 0.22091 -0.73682 -2.30797
C 1.92932 -1.17425 -3.37204
H -2.31317 -2.77581 -4.53740
H -2.02268 -1.03908 -4.58394
H -2.45156 -1.73940 -3.01796
H 2.47853 -0.36922 -2.88379
H 2.05389 -1.26011 -4.45149
H 2.24541 -2.10432 -2.89964
C 1.24417 -1.24646 4.75379
C 0.35961 -0.06810 4.93346
O 0.50455 0.77995 5.79331
N -0.62396 0.17952 3.86056
H -0.18849 -0.15599 3.01327
H -1.33156 -0.50957 4.07163
C -1.21106 1.63771 3.77076
H 0.77236 -2.17274 4.42591
H 1.82055 -1.32355 5.67572
H 1.99978 -1.08963 3.98402
H -1.99483 1.82186 4.50552
H -1.62865 1.84792 2.78612
H -0.44775 2.33673 4.11256
C 5.10627 2.86970 -2.05061
F 5.29601 1.77748 -1.28821
F 5.11914 3.99363 -1.33573
F 5.88044 2.98511 -3.14489
S 3.27966 2.80776 -2.71488
O 3.31642 1.97704 -3.96305
O 2.56197 2.17992 -1.57013
O 2.82160 4.17101 -2.93774
C -1.58304 3.92768 -3.63493
F -2.21438 4.55892 -2.62519
F -2.44233 3.83371 -4.61496
F -0.47167 4.53266 -4.02286
S -1.15719 2.08770 -3.07869
O -0.56474 1.32986 -4.16925
O -0.24155 2.23578 -1.89412
O -2.40334 1.41823 -2.75401
P 3.03203 2.55510 2.35267
F 3.10178 3.78540 1.31091
F 3.24517 3.60100 3.59438
F 1.39057 2.61004 2.26855
F 2.94473 1.28142 3.43311
F 2.82026 1.49860 1.15356
F 4.68219 2.43630 2.09058

Atoms 1-3, force components in eV/Å:
Pd 0.69 0.75 -1.11
S 0.38 0.65 -1.34
O -0.10 -0.83 -0.31

Output
Energy above the lowest of the compared OMol25 structures with the same formula, charge and spin ... 0.000 eV
⟨S²⟩ ... 3.7693
Net charge ... +2
2S+1 ... 4
Frontier orbital gap (spin up / spin down) ... 9.5 / 5.2 eV
HOMO (spin up / spin down) ... -15.40 / -15.36 eV

***

Record 8
A 2-piece molecular cluster, C3H11N2O overall. Source: the OMol25 dataset; level of theory: ωB97M-V/def2-TZVPD.

Cartesian coordinates (Å):
C -0.29331 -1.55399 -1.18397
C 0.33220 -1.59602 0.21361
N 0.89730 -0.29915 0.52331
C 0.18736 0.60750 1.21579
N 0.68232 1.78123 1.55878
H 0.24167 -0.99901 -1.95472
H -0.23740 -2.57900 -1.55623
H -1.34020 -1.25240 -1.18723
H -0.23497 -2.09183 0.99278
H 1.18344 -2.30432 0.15708
H 1.69794 -0.00670 -0.04971
H -0.83129 0.41305 1.51880
H 1.50385 2.12086 1.04705
H 0.05715 2.56089 1.77290
H -1.03679 1.20841 -1.55291
H -1.66696 2.39953 -0.85003
O -1.14229 1.59096 -0.66530

Atoms 1-3, force components in eV/Å:
C -0.51 -0.62 -1.53
C 1.79 -0.73 0.64
N -0.95 -1.07 -0.48

Output
Energy above the lowest of the compared OMol25 structures with the same formula, charge and spin ... 2.146 eV
⟨S²⟩ ... 0.7756
Net charge ... +2
2S+1 ... 2
Frontier orbital gap (spin up / spin down) ... 10.7 / 5.7 eV
HOMO (spin up / spin down) ... -20.41 / -20.38 eV